# 1
The following is a quantum chemistry calculation of a molecular structure, C19H2F15GeI2OReSSbSe4, from the OMol25 dataset.

Output
<S²>: 0.77
Multiplicity: 2
HOMO-LUMO gap (alpha / beta) (eV): 5.32 / 5.43
Total charge: -2
E_LUMO (alpha / beta) (eV): 3.30 / 3.30

Last column: Mulliken charge in e.
Element x y z (Å)
Re: 0.0070 -0.9410 0.7563  0.32
I: 0.0685 2.2414 -0.3409  0.18
C: 1.2775 1.5374 -1.9253  -0.56
I: 2.3607 -0.1729 -1.2718  0.15
H: 1.9791 2.3117 -2.2084  0.40
H: 0.6374 1.2304 -2.7498  0.04
O: -0.0631 -2.3461 1.6579  -0.54
F: 5.6958 0.4270 4.5534  -0.28
C: 4.6317 0.4929 5.3700  0.53
C: 3.3722 0.0956 4.9483  -0.39
C: 2.3707 0.1709 5.9077  0.27
F: 1.1319 -0.2331 5.6325  -0.32
C: 2.5939 0.6297 7.1943  -0.03
F: 1.5994 0.6805 8.0871  -0.31
C: 3.8624 1.0321 7.5649  0.68
F: 4.0943 1.4762 8.8032  -0.32
C: 4.8908 0.9607 6.6477  -0.08
F: 6.1270 1.3330 7.0047  -0.31
Ge: 2.9419 -0.4818 3.0837  1.45
S: 1.0641 0.4204 2.5449  -0.61
C: 4.5313 0.0624 2.0164  -0.54
C: 4.6738 1.3873 1.6385  0.11
F: 3.7923 2.3049 2.0432  -0.39
C: 5.7232 1.8345 0.8563  0.18
F: 5.8179 3.1204 0.5050  -0.33
C: 6.6822 0.9361 0.4305  0.72
F: 7.7026 1.3495 -0.3235  -0.33
C: 6.5888 -0.3905 0.8065  0.06
F: 7.5325 -1.2592 0.4228  -0.33
C: 5.5287 -0.7971 1.5967  0.67
F: 5.5241 -2.0913 1.9631  -0.36
C: 2.8786 -2.4535 3.0329  -0.15
C: 3.0002 -3.1087 1.8213  0.55
F: 3.3150 -2.4149 0.7205  -0.38
C: 2.8458 -4.4745 1.6835  0.03
F: 2.9853 -5.0680 0.4993  -0.31
C: 2.5531 -5.2307 2.8030  0.64
F: 2.4054 -6.5534 2.7010  -0.33
C: 2.4298 -4.6163 4.0345  0.09
F: 2.1621 -5.3539 5.1208  -0.33
C: 2.5937 -3.2464 4.1295  0.29
F: 2.4679 -2.7098 5.3558  -0.28
Se: -3.6925 -1.7849 -4.1430  -0.68
Sb: -1.7228 -0.4886 -3.7209  0.80
Se: -1.6682 -1.0345 -0.8593  -0.34
Se: 0.4231 -1.3162 -4.4385  -0.67
Se: -1.9421 1.9145 -3.7759  -0.68


# 2
The following is a quantum chemistry calculation of a molecular structure, C4H18HgO6 at a distorted geometry, from the OMol25 dataset.

Output
HOMO-LUMO gap (eV): 7.95
E_LUMO (eV): 0.15

Last column: Mulliken charge in e.
Element x y z (Å)
Hg: 0.0317 0.2314 -0.1970  1.63
C: -1.7920 -1.0651 3.8100  -1.25
C: -1.1513 -0.0090 2.9360  -0.12
O: -1.0727 -0.3980 1.6043  -0.88
H: -2.7446 -1.4020 3.3964  0.30
H: -1.8677 -0.7112 4.8393  0.36
H: -1.1783 -1.9725 3.7938  0.28
H: -0.1353 0.1855 3.3271  0.17
H: -1.7522 0.9160 2.9622  0.25
C: 0.6487 -0.0851 -3.5574  -0.83
C: 1.6540 0.8766 -2.8947  -0.23
O: 1.2733 1.3281 -1.6583  -0.80
H: -0.2836 0.4966 -3.6132  0.18
H: 0.3981 -0.9711 -2.9777  0.11
H: 0.8298 -0.3202 -4.6093  0.41
H: 1.7582 1.6833 -3.6358  0.28
H: 2.6174 0.3311 -2.8995  0.20
O: -0.1751 -1.9719 -0.9073  -0.55
H: -0.8272 -2.4955 -0.4241  0.26
H: 0.3730 -2.6083 -1.3782  0.25
O: -2.0090 0.8601 -1.3095  -0.55
H: -2.4002 1.5235 -1.8876  0.26
H: -2.3202 0.0156 -1.6543  0.29
O: 0.6936 2.2654 1.2807  -0.52
H: 0.4532 2.3249 2.2111  0.27
H: 1.4612 2.8358 1.1749  0.27
O: 2.1257 -0.5914 0.6834  -0.54
H: 2.5399 -0.8400 1.5160  0.25
H: 2.8518 -0.4326 0.0688  0.28


# 3
The following is a quantum chemistry calculation of a molecular structure, C26H32BN3O2Pt at a distorted geometry, from the OMol25 dataset.

Output
<S²>: 6.07
Multiplicity: 5
HOMO-LUMO gap (alpha / beta) (eV): 8.57 / 5.69
Total charge: +2
E_LUMO (alpha / beta) (eV): -4.94 / -8.72

Last column: Mulliken charge in e.
Element x y z (Å)
Pt: 0.5327 -16.4673 -4.3540  0.15
C: 1.3296 -15.1991 -1.5776  -1.27
N: 0.7367 -14.6767 -2.7635  0.53
C: 1.5168 -13.5503 -3.2599  -1.15
C: -0.6781 -14.3166 -2.6871  0.53
C: -1.3189 -14.0043 -1.5253  -0.58
C: -2.7085 -13.8063 -1.5073  -0.73
C: -3.4482 -13.8988 -2.6687  -0.96
C: -2.7768 -14.1414 -3.8988  -0.90
C: -1.3979 -14.3448 -3.9100  0.54
N: -0.6964 -14.8424 -4.9676  0.30
C: -0.8729 -14.5721 -6.2900  0.24
C: -1.8805 -13.7422 -6.8480  -0.82
C: -1.9280 -13.5264 -8.1799  -1.12
C: -0.9808 -14.1485 -9.0138  -0.74
C: 0.0160 -14.9589 -8.4999  -0.59
C: 0.0733 -15.1838 -7.1374  0.74
N: 1.1347 -16.0121 -6.5417  0.74
C: 1.0598 -17.3924 -7.1109  -0.98
C: 2.4742 -15.4359 -6.6786  -1.07
H: 1.3553 -14.4021 -0.8054  0.44
H: 0.8192 -16.0861 -1.1940  0.45
H: 2.3499 -15.4912 -1.8077  0.35
H: 1.4323 -12.6571 -2.5758  0.32
H: 2.5372 -13.8194 -3.3319  0.45
H: 1.1155 -13.2478 -4.2288  0.27
H: -0.7997 -13.9283 -0.5916  0.42
H: -3.1758 -13.5559 -0.5670  0.43
H: -4.5073 -13.7867 -2.7032  0.47
H: -3.3554 -14.2101 -4.8164  0.58
H: -2.5208 -13.2110 -6.1543  0.57
H: -2.5560 -12.7690 -8.5999  0.42
H: -0.9689 -13.9193 -10.0744  0.41
H: 0.7824 -15.3331 -9.1766  0.42
H: 1.1695 -17.3952 -8.2038  0.39
H: 1.8006 -18.0230 -6.6775  0.38
H: 0.0656 -17.8472 -6.8759  0.36
H: 2.7253 -15.2880 -7.7054  0.37
H: 2.4930 -14.4938 -6.1420  0.31
H: 3.2002 -16.1117 -6.2492  0.32
C: 3.8651 -23.6728 -0.1885  -1.66
C: 2.6755 -22.7254 -0.2743  1.84
C: 1.3783 -23.4496 -0.7816  -1.49
C: 2.4742 -22.1619 1.1215  -1.70
C: 2.8593 -21.6645 -1.2826  0.85
C: 3.4692 -21.9954 -2.5507  -0.28
C: 3.3763 -21.1652 -3.6659  -1.45
C: 2.6843 -19.9803 -3.4832  0.94
O: 2.4181 -19.0575 -4.3938  -0.35
B: 1.6644 -18.0251 -3.7307  0.70
O: 1.6927 -18.3521 -2.3420  -0.41
C: 2.2213 -19.5561 -2.2303  0.30
C: 2.2809 -20.3815 -1.1335  -1.13
H: 3.5948 -24.4326 0.5466  0.44
H: 4.7944 -23.1447 0.1325  0.39
H: 4.0282 -24.1979 -1.1123  0.44
H: 1.2101 -24.3048 -0.1274  0.43
H: 1.5183 -23.7802 -1.8130  0.40
H: 0.4859 -22.8114 -0.7065  0.36
H: 2.1841 -22.9399 1.8346  0.42
H: 1.6840 -21.4080 1.1407  0.32
H: 3.3653 -21.6542 1.5313  0.42
H: 4.0436 -22.9238 -2.6304  0.26
H: 3.8931 -21.3966 -4.5915  0.51
H: 1.9847 -20.0007 -0.1759  0.48


# 4
The following is a quantum chemistry calculation of a molecular structure, C6H14NO at a distorted geometry, from the OMol25 dataset.

Output
HOMO-LUMO gap (eV): 6.11
Total charge: -1
E_LUMO (eV): 3.81

Last column: Mulliken charge in e.
Element x y z (Å)
C: -0.8934 1.8515 0.8457  -0.19
O: -0.6160 2.9570 0.2532  -0.87
C: 0.3558 0.5191 0.2958  -0.30
C: -0.2998 -0.8484 0.1861  0.56
C: -0.5932 -1.3748 1.6653  -1.67
C: 0.5503 -1.9685 -0.4041  -0.67
C: 0.3637 -1.9139 -1.9688  -1.14
N: 1.1771 1.1759 -0.7447  -0.71
H: -1.8648 1.3849 0.7703  0.23
H: -0.5230 1.7461 1.9068  0.09
H: 1.0873 0.4827 1.1237  0.07
H: -1.3129 -0.7544 -0.2474  0.28
H: 0.3243 -1.8217 2.0731  0.30
H: -1.2360 -2.2109 1.4603  0.46
H: -0.9475 -0.5219 2.2517  0.45
H: 1.6149 -1.9422 -0.1878  0.30
H: 0.2257 -2.9487 -0.0917  0.46
H: 0.7467 -2.7338 -2.5666  0.36
H: -0.6328 -1.5956 -2.2678  0.35
H: 0.8196 -0.9463 -2.2112  0.16
H: 0.9373 2.1699 -0.7193  0.30
H: 0.9820 0.8032 -1.6720  0.19